No. 1
A molecular structure, C3H8N2O at a distorted geometry. Source: OMol25; level of theory: ωB97M-V/def2-TZVPD.

Output
- electronic energy (Eh) = -303.635842
- E_LUMO (eV) = 0.88
- frontier orbital gap (eV) = 8.6
- ΔE to the lowest compared entry with this formula, charge and spin (kJ/mol) = 672.9

Last column: Mulliken charge in e.
Atoms and positions in Å:
C1 -1.85 0.35 0.19  -0.502
N1 -0.06 -0.14 -0.34  0.341
N2 0.25 -1.50 -0.28  -0.661
C2 0.98 0.75 -0.05  -0.100
C3 2.11 0.42 0.58  -0.761
O1 -0.99 0.29 -1.37  -0.514
H1 0.58 -1.78 -1.21  0.221
H2 -0.61 -2.01 -0.10  0.248
H3 0.74 1.75 -0.37  0.392
H4 -1.55 1.25 0.72  0.252
H5 -1.95 -0.50 0.86  0.254
H6 -2.79 0.50 -0.33  0.274
H7 2.31 -0.59 0.89  0.308
H8 2.82 1.19 0.82  0.248

No. 2
A molecular structure, C4H11NO2. Source: OMol25; level of theory: ωB97M-V/def2-TZVPD.

Output
- electronic energy (Eh) = -364.073021
- E_LUMO (eV) = 0.77
- frontier orbital gap (eV) = 8.3
- ΔE to the lowest compared entry with this formula, charge and spin (kJ/mol) = 512.4

Last column: Mulliken charge in e.
Atoms and positions in Å:
C1 0.91 -0.88 -0.08  -0.009
C2 1.51 -1.15 -1.43  -1.281
O1 -0.07 -1.80 0.35  -0.516
H1 -0.70 -1.92 -0.37  0.357
H2 1.66 -0.80 0.70  0.447
H3 0.18 0.33 0.55  0.174
H4 0.73 -1.23 -2.20  0.378
H5 2.18 -0.34 -1.71  0.345
H6 2.07 -2.09 -1.42  0.343
C3 -0.87 1.28 1.15  -0.786
N1 -2.11 0.60 0.98  -0.449
C4 0.27 1.01 -0.44  0.051
O2 1.18 1.80 -0.62  -0.665
H7 -2.21 -0.23 1.56  0.219
H8 -2.92 1.19 1.04  0.206
H9 -0.56 0.77 -1.11  0.412
H10 -0.34 1.12 2.10  0.330
H11 -0.92 2.34 0.94  0.444

No. 3
A molecular structure, C38H67BCrN11O. Source: OMol25; level of theory: ωB97M-V/def2-TZVPD.

Output
- electronic energy (Eh) = -3235.066417
- E_LUMO (spin up / spin down) (eV) = -2.13 / -2.17
- frontier orbital gap (spin up / spin down) (eV) = 8.0 / 8.7
- 2S+1 = 5
- net charge = +1
- ΔE to the lowest compared entry with this formula, charge and spin (kJ/mol) = 54.7

Last column: Mulliken spin population.
Atoms and positions in Å:
Cr1 -0.28 -1.01 0.44  3.613
N1 -2.16 -2.68 -0.34  0.089
C1 -3.29 -2.63 0.57  0.048
C2 -2.81 -2.76 2.01  0.037
N2 -1.64 -1.90 2.24  0.009
C3 -0.82 -2.33 3.39  0.008
C4 0.63 -1.87 3.27  0.036
N3 1.04 -1.89 1.86  -0.001
H1 -2.43 -2.42 -1.28  0.002
H2 -1.74 -3.60 -0.38  0.007
H3 -4.06 -3.40 0.40  0.001
H4 -3.78 -1.66 0.42  -0.023
H5 -2.50 -3.79 2.20  0.003
H6 -3.63 -2.54 2.70  -0.004
H7 -1.97 -0.96 2.41  -0.041
H8 -0.84 -3.41 3.41  -0.001
H9 -1.24 -1.99 4.34  0.004
H10 1.26 -2.53 3.88  -0.001
H11 0.78 -0.86 3.64  -0.011
H12 1.07 -2.84 1.49  -0.063
H13 1.99 -1.53 1.74  -0.011
C5 -1.53 -0.37 -4.71  0.001
C6 -1.83 -0.22 -3.26  0.027
C7 -2.94 0.36 -2.72  0.001
C8 -2.77 0.33 -1.33  0.092
N4 -1.59 -0.23 -1.04  -0.087
N5 -1.02 -0.60 -2.25  0.026
B1 0.37 -1.27 -2.47  -0.127
N6 1.51 -0.44 -1.84  -0.007
N7 1.61 -0.11 -0.51  0.039
C9 2.76 0.57 -0.39  0.077
C10 3.38 0.69 -1.64  0.005
C11 2.56 0.04 -2.53  0.014
C12 2.77 -0.16 -3.99  0.001
C13 3.48 1.09 0.86  -0.004
C14 3.91 2.54 0.60  0.000
C15 2.72 1.08 2.18  0.025
C16 4.73 0.21 1.03  0.001
N8 0.48 -2.76 -2.07  -0.038
N9 0.70 -3.21 -0.80  0.121
C17 0.94 -4.52 -0.90  0.011
C18 0.87 -4.92 -2.24  0.001
C19 0.58 -3.78 -2.95  -0.001
C20 0.41 -3.66 -4.43  0.000
C21 1.27 -5.42 0.28  0.000
C22 1.40 -6.87 -0.19  0.000
C23 0.13 -5.35 1.31  0.022
C24 2.61 -5.02 0.91  0.000
C25 -3.83 0.92 -0.41  -0.039
C26 -3.83 2.44 -0.64  0.004
C27 -3.63 0.66 1.07  0.036
C28 -5.21 0.36 -0.81  0.002
H14 -2.35 0.06 -5.28  0.000
H15 -1.41 -1.41 -5.01  0.000
H16 -0.61 0.16 -4.98  0.000
H17 -3.77 0.77 -3.26  0.000
H18 0.53 -1.24 -3.64  0.002
H19 4.31 1.16 -1.87  0.001
H20 3.72 0.30 -4.28  0.000
H21 1.98 0.30 -4.58  0.000
H22 2.81 -1.22 -4.25  0.000
H23 3.04 3.17 0.38  0.000
H24 4.60 2.62 -0.24  0.000
H25 4.41 2.94 1.49  0.000
H26 2.02 1.91 2.26  -0.001
H27 3.45 1.20 2.99  0.000
H28 2.17 0.17 2.37  0.006
H29 5.33 0.17 0.12  0.000
H30 4.46 -0.81 1.29  -0.001
H31 5.36 0.61 1.83  0.000
H32 1.03 -5.90 -2.66  0.000
H33 0.55 -4.64 -4.88  0.000
H34 1.14 -2.98 -4.87  0.000
H35 -0.58 -3.31 -4.70  0.000
H36 0.48 -7.21 -0.67  0.000
H37 1.60 -7.51 0.66  0.000
H38 2.22 -6.98 -0.90  0.000
H39 -0.75 -5.87 0.94  0.001
H40 -0.15 -4.32 1.52  0.024
H41 0.43 -5.84 2.24  0.000
H42 3.39 -5.00 0.15  0.000
H43 2.89 -5.74 1.67  0.000
H44 2.59 -4.04 1.38  -0.002
H45 -2.85 2.88 -0.44  -0.001
H46 -4.57 2.91 0.01  0.000
H47 -4.09 2.68 -1.67  0.000
H48 -2.65 0.99 1.39  -0.004
H49 -3.76 -0.39 1.33  0.005
H50 -4.37 1.23 1.64  0.001
H51 -5.44 0.57 -1.86  0.000
H52 -5.98 0.84 -0.20  0.000
H53 -5.27 -0.71 -0.66  0.000
C29 -0.92 7.47 -0.58  0.000
C30 0.33 6.60 -0.66  0.000
N10 0.36 5.57 0.38  0.000
C31 1.37 5.71 1.42  0.000
C32 1.10 6.87 2.36  0.000
C33 -0.37 4.46 0.15  -0.001
O1 -1.02 4.28 -0.87  0.000
C34 -0.44 3.42 1.24  -0.008
C35 -0.80 3.69 2.55  0.003
C36 -0.91 2.63 3.44  0.000
C37 -0.64 1.35 2.99  0.055
N11 -0.29 1.08 1.73  0.038
C38 -0.22 2.10 0.87  0.007
H54 -0.88 8.26 -1.33  0.000
H55 -1.00 7.95 0.40  0.000
H56 -1.81 6.87 -0.75  0.000
H57 1.23 7.21 -0.55  0.000
H58 0.37 6.11 -1.63  0.000
H59 2.34 5.85 0.93  0.000
H60 1.44 4.78 1.98  0.000
H61 1.10 7.82 1.82  0.000
H62 1.88 6.93 3.12  0.000
H63 0.14 6.77 2.86  0.000
H64 -1.01 4.70 2.86  0.000
H65 -1.21 2.79 4.47  -0.001
H66 -0.71 0.52 3.68  0.003
H67 0.03 1.86 -0.15  -0.029

No. 4
20 unconnected molecules or ions with the total composition C40H124N4O28 at a distorted geometry. Source: OMol25; level of theory: ωB97M-V/def2-TZVPD.

Output
- electronic energy (Eh) = -3923.621510
- E_LUMO (eV) = -0.25
- frontier orbital gap (eV) = 8.6

Last column: Mulliken charge in e.
Atoms and positions in Å:
C1 0.20 -1.24 -7.17  -0.490
O1 1.47 -1.72 -7.66  -0.538
H1 -0.61 -1.88 -7.51  0.380
H2 0.10 -1.06 -6.10  0.143
H3 -0.02 -0.24 -7.53  0.217
H4 1.72 -2.56 -7.27  0.293
C2 -1.61 2.67 -4.30  -0.191
O2 -1.19 1.57 -5.06  -0.565
H5 -2.53 3.17 -4.60  0.261
H6 -1.71 2.41 -3.24  0.041
H7 -0.83 3.44 -4.24  0.030
H8 -0.26 1.71 -5.27  0.455
C3 0.85 4.09 -0.02  -0.166
O3 -0.38 4.43 -0.70  -0.316
H9 1.15 3.22 -0.62  -0.212
H10 1.63 4.85 -0.02  0.340
H11 0.64 3.76 1.00  0.073
H12 -0.99 4.65 0.01  0.184
C4 -3.06 4.59 1.40  -0.368
O4 -1.77 5.07 1.67  -0.626
H13 -3.33 3.87 2.17  0.192
H14 -3.75 5.41 1.19  0.445
H15 -2.93 3.95 0.52  -0.019
H16 -1.87 5.68 2.41  0.279
C5 -5.31 1.13 0.66  -0.370
O5 -5.27 0.19 -0.42  -0.600
H17 -4.74 0.82 1.54  -0.103
H18 -4.93 2.10 0.35  0.213
H19 -6.36 1.20 0.93  0.349
H20 -5.53 0.65 -1.22  0.478
C6 1.26 -4.40 -2.18  -0.689
O6 1.42 -3.47 -1.23  -0.086
H21 0.30 -4.91 -2.15  0.090
H22 1.29 -4.04 -3.21  0.241
H23 2.12 -5.05 -2.00  0.276
H24 2.33 -3.16 -1.21  -0.026
C7 -0.15 -3.34 1.80  1.759
O7 -1.11 -3.69 2.80  -0.558
H25 -0.61 -3.08 0.84  -0.334
H26 0.34 -2.41 2.07  -0.372
H27 0.61 -4.11 1.65  -0.881
H28 -1.34 -2.95 3.37  0.286
C8 -5.70 0.23 4.73  -0.288
O8 -5.01 1.46 4.45  -0.564
H29 -6.66 0.19 4.22  0.228
H30 -5.12 -0.62 4.39  -0.051
H31 -5.78 0.25 5.82  0.294
H32 -4.23 1.25 3.93  0.231
C9 -7.11 -0.32 -3.76  -1.505
C10 -6.09 0.81 -4.14  0.233
C11 -6.74 1.88 -5.07  -0.750
O9 -7.81 2.59 -4.54  -0.304
C12 -8.20 3.67 -5.29  -0.780
N1 -5.72 1.44 -2.89  -0.615
H33 -8.06 0.08 -3.39  0.322
H34 -6.75 -1.13 -3.13  0.343
H35 -7.36 -0.91 -4.64  0.441
H36 -5.21 0.34 -4.59  0.335
H37 -7.02 1.28 -5.94  0.375
H38 -6.07 2.61 -5.52  0.472
H39 -8.94 4.16 -4.66  0.276
H40 -8.58 3.47 -6.29  0.318
H41 -7.42 4.38 -5.54  0.288
H42 -4.93 2.05 -3.00  0.122
H43 -6.39 2.18 -2.71  0.322
C13 -1.56 -2.93 5.94  -1.751
C14 -1.65 -1.42 5.81  0.938
C15 -0.69 -0.67 6.70  -0.208
O10 -1.01 -0.79 8.07  -0.400
C16 -0.30 -1.69 8.85  -0.744
N2 -1.50 -1.24 4.37  0.118
H44 -2.08 -3.24 6.85  0.460
H45 -0.52 -3.26 6.02  0.298
H46 -2.11 -3.39 5.13  0.378
H47 -2.68 -1.29 6.14  0.198
H48 -0.86 0.39 6.54  -0.102
H49 0.31 -0.86 6.30  0.368
H50 -0.03 -2.64 8.37  0.293
H51 -0.79 -1.90 9.79  0.264
H52 0.70 -1.30 9.04  0.309
H53 -0.54 -1.27 4.06  0.073
H54 -1.77 -0.28 4.21  -0.399
C17 11.31 1.06 -3.11  -1.442
C18 9.86 0.76 -3.29  0.436
C19 9.08 0.37 -2.04  -0.679
O11 7.95 -0.36 -2.26  -0.369
C20 6.79 0.41 -2.08  -0.357
N3 9.22 1.89 -4.05  -0.674
H55 11.85 0.18 -2.77  0.349
H56 11.28 1.85 -2.36  0.331
H57 11.79 1.49 -3.99  0.383
H58 9.67 -0.08 -3.97  0.312
H59 8.97 1.20 -1.34  0.360
H60 9.63 -0.41 -1.50  0.336
H61 6.75 1.18 -2.86  0.199
H62 6.69 0.96 -1.14  0.349
H63 6.01 -0.33 -2.24  -0.034
H64 8.26 1.63 -4.23  0.222
H65 9.24 2.76 -3.54  0.268
C21 5.30 1.45 3.79  -1.710
C22 3.80 1.34 3.35  0.206
C23 3.49 1.72 1.92  0.352
O12 3.20 3.05 1.85  -0.180
C24 4.22 3.86 1.42  -0.882
N4 3.26 0.01 3.82  -0.598
H66 5.53 2.49 4.02  0.456
H67 6.07 1.34 3.02  0.302
H68 5.49 0.74 4.59  0.432
H69 3.32 2.03 4.05  0.280
H70 2.61 1.23 1.49  -0.427
H71 4.33 1.32 1.36  0.407
H72 4.80 3.95 2.34  0.328
H73 3.72 4.81 1.23  0.296
H74 4.90 3.61 0.60  0.257
H75 3.58 -0.66 3.14  0.185
H76 3.83 -0.23 4.62  0.263
C25 -0.80 0.53 -0.45  -0.199
C26 0.13 -0.66 -0.85  -0.455
O13 1.21 -0.70 0.03  1.250
O14 -1.11 0.55 0.89  -0.294
H77 -1.72 0.47 -1.04  0.360
H78 -0.27 1.47 -0.59  -0.417
H79 0.48 -0.38 -1.84  0.273
H80 -0.38 -1.62 -0.94  0.138
H81 1.81 -1.40 -0.22  -0.546
H82 -0.52 -0.09 1.31  -0.280
C27 -3.01 -5.23 -2.31  -0.341
C28 -4.53 -5.63 -2.10  -0.519
O15 -5.09 -6.19 -3.27  -0.520
O16 -2.42 -5.09 -1.02  -0.361
H83 -2.78 -4.28 -2.78  0.356
H84 -2.52 -6.00 -2.91  0.306
H85 -5.19 -4.79 -1.91  0.186
H86 -4.66 -6.23 -1.20  0.373
H87 -5.41 -7.01 -2.89  0.337
H88 -2.57 -4.17 -0.78  0.149
C29 -1.12 6.32 -3.32  0.190
C30 -2.67 6.34 -3.04  -0.018
O17 -3.53 5.63 -3.89  -0.497
O18 -0.42 7.04 -2.28  -0.613
H89 -0.93 6.69 -4.33  0.423
H90 -0.74 5.30 -3.39  -0.359
H91 -2.93 7.40 -3.01  0.306
H92 -2.76 5.97 -2.02  -0.076
H93 -4.33 5.45 -3.39  0.309
H94 -0.40 6.49 -1.49  0.390
C31 4.05 -2.85 0.28  -0.253
C32 3.79 -2.26 1.69  0.815
O19 4.75 -1.29 1.94  -0.468
O20 3.68 -2.05 -0.85  -0.513
H95 3.55 -3.80 0.10  -0.152
H96 5.10 -3.14 0.26  0.684
H97 3.78 -3.06 2.44  0.169
H98 2.81 -1.81 1.87  -0.894
H99 5.56 -1.81 1.84  0.403
H100 4.39 -1.49 -1.19  -0.013
C33 -4.05 -2.38 1.59  1.489
C34 -4.67 -3.39 2.67  -0.389
O21 -6.01 -3.01 2.84  -0.584
O22 -4.77 -2.48 0.37  -0.401
H101 -3.01 -2.66 1.41  -0.607
H102 -3.90 -1.41 2.07  -0.513
H103 -4.24 -3.24 3.66  0.057
H104 -4.51 -4.42 2.38  0.324
H105 -6.43 -3.02 1.98  0.344
H106 -4.93 -1.55 0.17  0.480
C35 1.95 -6.32 2.07  0.181
C36 2.77 -6.06 3.26  -0.440
O23 4.12 -5.86 2.96  -0.561
O24 2.38 -7.50 1.50  -0.622
H107 2.16 -5.56 1.32  -0.301
H108 0.89 -6.43 2.29  0.368
H109 2.77 -6.97 3.86  0.364
H110 2.36 -5.16 3.71  0.369
H111 4.47 -5.59 3.81  0.315
H112 3.31 -7.39 1.30  0.355
C37 0.37 2.01 3.42  -0.254
C38 -1.01 2.52 3.87  -0.560
O25 -1.98 1.61 3.36  0.436
O26 0.75 0.66 3.93  -0.309
H113 1.16 2.66 3.79  0.515
H114 0.53 1.89 2.35  -0.030
H115 -1.06 3.55 3.50  0.124
H116 -1.03 2.47 4.96  0.298
H117 -1.62 1.20 2.57  0.170
H118 1.69 0.51 4.00  0.493
C39 2.88 1.36 -3.35  -0.331
C40 2.10 2.45 -4.14  0.267
O27 1.48 1.79 -5.21  -0.492
O28 4.19 1.26 -3.86  -0.476
H119 2.29 0.45 -3.19  0.397
H120 2.90 1.76 -2.34  -0.078
H121 2.75 3.31 -4.31  0.263
H122 1.31 2.78 -3.47  -0.241
H123 2.12 1.46 -5.85  0.285
H124 4.20 0.61 -4.57  0.358

No. 5
A single C6H10 molecule at a distorted geometry. Source: OMol25; level of theory: ωB97M-V/def2-TZVPD.

Output
- structure (SMILES) = C[C@H]1C[C@H]2C[C@H]21
- electronic energy (Eh) = -234.540669
- E_LUMO (eV) = 1.22
- frontier orbital gap (eV) = 10.7
- ΔE to the lowest compared entry with this formula, charge and spin (kJ/mol) = 162.4

Last column: Mulliken charge in e.
Atoms and positions in Å:
C1 1.97 0.50 -0.08  -1.339
C2 0.65 0.04 0.57  0.458
C3 -0.60 0.97 0.63  -0.899
C4 -1.47 -0.26 0.33  -0.020
C5 -1.30 -0.64 -1.10  -0.741
C6 -0.24 -1.04 -0.08  -0.449
H1 2.41 1.43 0.30  0.330
H2 2.73 -0.28 0.03  0.342
H3 1.82 0.65 -1.15  0.314
H4 0.74 -0.47 1.55  0.264
H5 -0.78 1.52 1.56  0.301
H6 -0.65 1.70 -0.19  0.256
H7 -2.25 -0.65 0.98  0.352
H8 -1.11 0.11 -1.87  0.191
H9 -1.91 -1.48 -1.46  0.243
H10 -0.01 -2.10 -0.02  0.397

No. 6
3 unconnected molecules or ions with the total composition C3H10O3 at a distorted geometry. Source: OMol25; level of theory: ωB97M-V/def2-TZVPD.

Output
- structure (SMILES) = C=CCO.O.O
- electronic energy (Eh) = -345.911654
- E_LUMO (eV) = 0.61
- frontier orbital gap (eV) = 9.4
- ΔE to the lowest compared entry with this formula, charge and spin (kJ/mol) = 269.9

Last column: Mulliken charge in e.
Atoms and positions in Å:
C1 -2.27 -2.47 0.09  -0.625
C2 -2.27 -1.78 -1.06  -0.134
C3 -2.29 -0.25 -1.02  -0.507
O1 -1.53 0.35 -2.05  -0.498
H1 -1.65 -3.36 0.18  0.250
H2 -2.81 -2.18 0.97  0.299
H3 -2.65 -2.06 -2.04  0.304
H4 -3.30 0.16 -1.04  0.287
H5 -1.88 0.06 -0.07  0.325
H6 -0.60 0.20 -1.88  0.298
O2 4.24 -0.53 -1.71  -0.641
H7 4.92 -0.73 -2.34  0.320
H8 4.01 -1.26 -1.15  0.321
O3 2.71 4.54 4.78  -0.636
H9 3.39 4.84 4.18  0.317
H10 1.98 4.46 4.15  0.318

No. 7
A molecular structure, C8H12AgClCuO4 at a distorted geometry. Source: OMol25; level of theory: ωB97M-V/def2-TZVPD.

Output
- electronic energy (Eh) = -2859.936626
- E_LUMO (spin up / spin down) (eV) = -8.60 / -12.42
- frontier orbital gap (spin up / spin down) (eV) = 7.8 / 4.0
- 2S+1 = 2
- net charge = +2
- ΔE to the lowest compared entry with this formula, charge and spin (kJ/mol) = 50.1

Last column: Mulliken spin population.
Atoms and positions in Å:
Ag1 1.76 3.26 0.85  -0.007
Cu1 2.76 0.35 -1.36  0.006
Cl1 0.73 0.73 0.45  0.354
O1 3.54 -1.47 -0.42  0.000
C1 3.06 -2.35 0.26  -0.003
O2 2.80 -3.55 -0.26  0.002
C2 1.74 -4.15 0.51  0.000
C3 2.10 -3.75 1.93  0.000
C4 2.57 -2.31 1.74  0.006
H1 1.72 -5.23 0.38  0.000
H2 0.80 -3.72 0.15  0.001
H3 2.91 -4.40 2.25  0.000
H4 1.24 -3.84 2.59  0.000
H5 3.45 -2.17 2.36  0.000
H6 1.81 -1.53 1.74  -0.006
O3 -0.22 3.56 -1.00  0.583
C5 -1.42 3.28 -1.09  -0.020
O4 -2.07 3.69 -2.13  0.036
C6 -3.46 3.30 -2.09  0.003
C7 -3.51 2.22 -1.00  0.004
C8 -2.30 2.58 -0.10  0.041
H7 -3.84 2.96 -3.05  0.003
H8 -4.01 4.19 -1.78  -0.001
H9 -3.40 1.20 -1.36  0.001
H10 -4.46 2.22 -0.47  0.005
H11 -1.74 1.69 0.20  -0.005
H12 -2.56 3.26 0.71  -0.002